{
  "formula": "C27H37BeCsNO13PS3",
  "method": "ωB97M-V with the def2-TZVPD basis set",
  "max_force_ha_per_bohr": 0.3167,
  "total_charge": 0,
  "gap_ev": 0.958,
  "symbols": ["Cs", "S", "S", "S", "P", "O", "O", "O", "O", "O", "O", "O", "O", "O", "O", "O", "O", "O", "N", "C", "C", "C", "C", "C", "C", "C", "C", "C", "C", "C", "C", "C", "C", "C", "C", "C", "C", "C", "C", "C", "C", "C", "C", "C", "C", "C", "Be", "H", "H", "H", "H", "H", "H", "H", "H", "H", "H", "H", "H", "H", "H", "H", "H", "H", "H", "H", "H", "H", "H", "H", "H", "H", "H", "H", "H", "H", "H", "H", "H", "H", "H", "H", "H", "H"],
  "positions_angstrom": [[0.9326, 2.3644, 5.9856], [5.3495, 1.1119, 4.4432], [-8.6877, -0.3268, -0.7990], [6.6182, -1.9580, -2.1134], [6.5290, -2.0316, -4.3287], [3.2517, 2.4932, -3.3549], [4.6140, 2.3926, 4.6558], [-9.7150, -0.9024, 0.0654], [2.9175, 1.8163, 2.6265], [4.3659, -0.0153, 4.6021], [-8.5599, 1.1123, -0.5523], [1.1666, 2.7689, -7.7456], [1.1432, -3.1744, 1.8792], [5.9003, 1.0877, 3.0701], [6.4173, 0.9905, 5.4453], [-9.0301, -0.5691, -2.1945], [-6.2608, -2.8068, -0.1889], [-7.3751, -0.9510, -0.4783], [5.9024, -0.7814, -4.9302], [1.2739, -1.3151, 3.3310], [1.2290, 2.4172, -4.5916], [0.9000, -0.0207, 5.7523], [2.3080, 3.3609, -2.7091], [3.3327, 0.7006, 0.1237], [0.3772, -1.2877, 5.5528], [1.6088, 0.6122, 4.7245], [-4.4506, -4.0633, -1.1685], [3.1185, -1.2350, -1.2826], [0.5674, -1.9401, 4.3473], [-3.8980, 2.8945, 2.7126], [2.4703, -1.9285, -0.2729], [-3.7107, 0.6974, 1.7639], [-4.8915, -3.1697, -0.0183], [-3.1283, 1.7868, 2.3899], [1.5131, -2.0331, 2.0304], [-4.7046, -3.8626, 1.3241], [2.7014, 2.0393, -4.6016], [1.2372, 3.6844, -3.7411], [-5.0599, 0.7144, 1.4499], [2.6969, 0.0190, 1.1363], [3.5428, 0.0777, -1.0931], [-5.8310, 1.8224, 1.7658], [2.2454, -1.3003, 0.9365], [2.5066, 0.7027, 2.4449], [1.7811, -0.0231, 3.5274], [-5.2505, 2.9108, 2.4013], [-0.0838, -0.2639, 1.5701], [0.6453, 1.6395, -4.0914], [0.8231, 2.5598, -5.5890], [2.8240, 4.2481, -2.3427], [-5.8528, 3.7737, 2.6532], [-5.0312, -3.2131, 2.1365], [3.2347, 2.5458, -5.4124], [-6.7893, -3.6135, -0.1785], [0.1675, -2.9318, 4.1958], [5.4812, -1.2712, -1.7344], [-3.6592, -4.1310, 1.4900], [0.7615, 0.4755, 6.6994], [6.5328, -0.2814, -5.5402], [-3.1081, -0.1693, 1.5185], [-0.1763, -1.7723, 6.3441], [-5.5144, -0.1358, 0.9566], [4.0405, 0.6128, -1.8962], [-4.3169, -2.2415, -0.0343], [0.2742, 3.9200, -3.2928], [3.6658, 1.7163, 0.2839], [3.2953, -1.7229, -2.2383], [1.5479, 4.5369, -4.3491], [7.8579, -2.2219, -4.7448], [-3.4449, 3.7458, 3.2058], [2.1427, -2.9470, -0.4254], [-5.3097, -4.7714, 1.3750], [-4.5968, -3.5563, -2.1220], [-5.0482, -4.9781, -1.1951], [1.2287, 1.9803, -8.2924], [1.8842, 2.8257, -1.8513], [-2.0706, 1.7665, 2.6250], [2.0107, 1.5908, 4.8798], [2.8615, 0.9633, -4.7000], [-6.8842, 1.8360, 1.5169], [-3.3980, -4.3379, -1.0759], [7.7063, -1.2362, -1.8019], [0.5620, 3.3416, -8.2275], [5.7715, -3.1640, -4.6379]],
  "forces_ev_per_a": [[-4.92, 13.97, 6.77], [-0.59, -0.61, -0.23], [0.54, 0.42, -0.10], [-0.14, -1.79, 1.05], [0.01, 1.13, -1.93], [-0.09, -0.04, -0.07], [-0.19, 0.02, 0.40], [0.21, -0.07, 0.61], [-0.63, 0.60, -0.24], [0.07, 0.38, -0.16], [-0.47, 0.24, 0.15], [0.00, 0.01, -0.23], [0.06, -0.19, -0.04], [0.00, -0.06, 0.14], [0.02, 0.14, -0.08], [0.41, -0.06, -0.36], [1.22, -1.05, 0.23], [-1.67, 1.03, -0.57], [-0.41, 0.12, -0.38], [0.24, 0.25, -0.03], [-0.18, -0.11, 0.20], [0.22, -3.05, -0.64], [-0.07, -0.11, 0.14], [0.22, 0.27, -0.10], [0.11, -0.11, -0.03], [1.66, -4.18, -2.07], [0.12, 0.12, -0.15], [0.28, -0.03, -0.19], [0.04, -0.17, 0.11], [0.01, 0.04, 0.04], [0.10, -0.21, -0.13], [0.04, -0.10, -0.01], [-0.42, -0.73, 0.11], [0.06, 0.04, 0.09], [0.15, -0.12, 0.04], [0.12, 0.15, 0.13], [0.07, 0.17, -0.06], [0.14, 0.01, -0.11], [-0.07, -0.18, -0.07], [0.10, -0.62, 0.27], [0.27, -0.23, -0.37], [-0.11, 0.07, 0.05], [0.14, 0.35, 0.44], [0.49, -0.04, 0.33], [0.38, -0.80, -0.45], [0.01, 0.02, 0.01], [-1.28, 0.46, -0.58], [0.02, 0.00, 0.03], [0.09, 0.00, 0.07], [0.10, -0.04, 0.00], [-0.01, 0.02, -0.01], [0.03, 0.05, -0.01], [-0.05, -0.05, -0.07], [0.02, -0.04, 0.02], [0.01, -0.03, -0.11], [0.31, 0.50, -0.11], [0.00, -0.03, 0.02], [-0.05, -2.53, 0.30], [-0.05, 0.64, 0.15], [0.02, 0.00, -0.02], [0.01, -0.01, 0.05], [-0.05, 0.03, -0.02], [-0.19, 0.12, -0.05], [-0.14, 0.11, -0.04], [-0.01, -0.03, 0.04], [0.03, 0.00, 0.17], [-0.18, 0.03, -0.06], [0.00, 0.02, 0.01], [0.15, -0.69, 0.71], [0.00, 0.03, -0.01], [-0.10, -0.02, 0.10], [0.05, -0.05, -0.09], [0.02, 0.06, 0.00], [0.03, -0.04, 0.11], [0.03, -0.06, 0.00], [-0.05, 0.06, 0.01], [0.05, 0.02, -0.02], [3.69, -3.72, -4.05], [0.07, 0.00, 0.07], [0.01, -0.03, -0.06], [0.00, -0.04, 0.00], [-0.26, 0.65, -0.14], [-0.01, 0.07, 0.02], [0.14, -0.41, 1.03]]
}


{
  "formula": "C27H37BrN3O6Si3V",
  "method": "ωB97M-V with the def2-TZVPD basis set",
  "max_force_ha_per_bohr": 0.0101,
  "total_charge": 2,
  "gap_ev": 5.989,
  "e_above_lowest_kj_mol": 4.3,
  "symbols": ["Br", "V", "Si", "Si", "Si", "O", "O", "O", "O", "O", "O", "N", "N", "N", "C", "C", "C", "C", "C", "C", "C", "C", "C", "C", "C", "C", "C", "C", "C", "C", "C", "C", "C", "C", "C", "C", "C", "C", "C", "C", "C", "H", "H", "H", "H", "H", "H", "H", "H", "H", "H", "H", "H", "H", "H", "H", "H", "H", "H", "H", "H", "H", "H", "H", "H", "H", "H", "H", "H", "H", "H", "H", "H", "H", "H", "H", "H", "H"],
  "positions_angstrom": [[0.2248, -4.5352, 3.0264], [0.4245, 0.5524, 0.1015], [-1.7699, 2.7104, -0.5538], [-2.0677, -0.1701, -2.0401], [-2.1785, -0.1238, 1.1785], [6.7211, 2.7428, -0.8646], [1.5060, -1.9143, 2.0931], [0.9790, 2.2224, -0.1837], [5.1268, 4.2790, -0.6376], [2.3047, 4.0274, -0.2906], [0.6940, -1.1811, 0.1517], [0.2595, 0.6995, 2.0645], [2.8277, 0.5067, -0.4322], [4.9977, 0.6453, -0.6738], [-1.3179, 0.7324, -0.4121], [1.1309, -4.9832, -1.5335], [-3.5667, 2.8825, -1.0281], [1.1575, 0.9764, 4.2297], [-0.0746, 0.6241, 4.7670], [-0.9493, 0.3397, 2.5538], [1.1035, -2.2143, 1.0089], [-1.1313, 0.2971, 3.9227], [-3.8979, -0.4198, -1.8020], [0.9639, -3.5537, 0.4083], [0.8251, -6.0818, -0.7420], [-0.7603, 3.5595, -1.8783], [-2.3155, -1.9751, 1.1333], [-3.8234, 0.6384, 1.5632], [2.1804, 2.8342, -0.3192], [5.5698, 3.0414, -0.7253], [-1.7323, 0.8893, -3.5283], [3.9464, -0.1981, -0.5478], [3.2138, 1.8295, -0.4827], [1.1880, -3.7284, -0.9602], [0.5735, -5.9257, 0.6130], [4.5664, 1.9332, -0.6266], [4.1349, -1.6696, -0.5566], [0.6471, -4.6702, 1.1935], [-1.5400, 3.4894, 1.1297], [-1.2277, -1.8029, -2.3121], [1.2979, 0.9946, 2.8605], [1.9991, 1.2237, 4.8600], [1.3209, -5.1073, -2.5905], [4.4725, -2.0033, -1.5388], [-4.2555, -0.8412, -2.7469], [-3.7869, 1.7072, 1.7582], [-2.1434, 0.3327, -4.3766], [1.4229, -2.8670, -1.5686], [-3.7790, 2.5851, -2.0544], [0.3179, -6.7788, 1.2253], [-3.7365, 3.9642, -0.9761], [-0.1715, 4.3584, -1.4258], [-0.6679, 1.0232, -3.7227], [-2.3846, 3.3028, 1.7939], [-0.2111, 0.6004, 5.8401], [-1.4421, -2.4869, 0.7414], [4.1633, 4.3496, -0.5053], [-4.5704, 0.4297, 0.7997], [-2.2102, 1.8657, -3.5181], [-0.0766, 2.9159, -2.4258], [-0.6200, 3.2214, 1.6448], [4.8916, -1.9553, 0.1743], [2.2349, 1.2386, 2.3757], [-1.2712, -2.4909, -1.4731], [-4.1567, -1.1366, -1.0260], [-3.1890, -2.3062, 0.5738], [-0.1889, -1.6801, -2.6168], [5.9763, 0.4039, -0.7855], [-4.1519, 0.1424, 2.4830], [0.7733, -7.0689, -1.1810], [3.2156, -2.1863, -0.3171], [-2.4515, -2.3093, 2.1663], [-4.2906, 2.4160, -0.3650], [-2.0924, 0.0159, 4.3315], [-1.7569, -2.2658, -3.1511], [-1.4404, 4.0147, -2.6001], [-1.5029, 4.5697, 0.9628], [-4.4519, 0.5025, -1.6334]],
  "forces_ev_per_a": [[-0.01, -0.02, -0.01], [0.19, -0.15, 0.22], [0.00, 0.14, -0.01], [-0.07, -0.01, -0.03], [-0.01, -0.16, 0.11], [-0.01, 0.01, -0.03], [-0.11, -0.19, -0.35], [-0.28, -0.01, 0.21], [0.09, 0.12, -0.01], [-0.04, -0.26, 0.01], [-0.24, 0.04, -0.02], [0.15, 0.00, -0.14], [-0.18, 0.07, 0.00], [0.02, -0.06, 0.03], [0.16, -0.08, -0.20], [0.02, 0.01, -0.02], [0.02, 0.00, 0.00], [-0.05, -0.02, 0.00], [-0.03, -0.01, -0.05], [-0.02, -0.08, -0.13], [0.21, 0.38, 0.28], [0.06, 0.03, 0.06], [0.00, 0.07, -0.02], [-0.06, -0.08, 0.10], [-0.02, 0.01, 0.04], [-0.04, 0.01, 0.05], [-0.02, 0.07, 0.01], [0.05, 0.06, 0.00], [0.29, 0.23, -0.08], [0.04, -0.11, 0.06], [0.00, 0.00, 0.03], [0.03, 0.04, -0.06], [0.03, 0.01, 0.05], [-0.02, 0.01, 0.05], [0.00, -0.03, -0.04], [-0.14, 0.03, -0.05], [0.00, 0.00, -0.02], [0.01, 0.05, 0.04], [-0.03, -0.02, -0.03], [-0.03, 0.06, -0.02], [0.01, 0.05, -0.02], [0.00, 0.01, 0.00], [0.01, 0.00, 0.00], [0.00, 0.00, -0.01], [0.00, -0.01, -0.01], [-0.03, -0.02, -0.01], [0.00, 0.01, -0.01], [0.01, 0.02, -0.02], [0.01, 0.01, 0.01], [0.00, 0.00, 0.00], [-0.01, 0.01, 0.00], [0.01, -0.01, 0.00], [0.03, 0.01, 0.01], [0.04, 0.01, 0.02], [0.01, 0.00, 0.00], [0.02, -0.04, -0.02], [-0.09, -0.04, -0.03], [0.01, 0.00, 0.00], [0.00, 0.01, -0.02], [0.00, -0.02, -0.04], [0.03, 0.01, -0.01], [0.00, -0.01, 0.00], [0.00, 0.00, 0.03], [0.00, -0.04, 0.05], [0.00, -0.04, 0.04], [-0.02, 0.00, -0.04], [0.03, 0.01, 0.00], [0.00, 0.01, 0.01], [0.00, -0.02, 0.01], [0.00, -0.01, 0.00], [-0.02, 0.00, 0.01], [0.00, 0.01, 0.02], [0.02, 0.01, 0.00], [-0.01, -0.01, 0.01], [0.02, -0.02, 0.00], [-0.01, 0.00, -0.02], [-0.02, 0.01, 0.01], [0.03, -0.08, -0.01]]
}